1.
179
Properties=species:S:1:pos:R:3 method="wB97M-V/def2-TZVPD" lumo_ev=-1.19 total_energy_ha=-8298.218663 gap_ev=6.44
C 1.326 7.637 4.182
C 0.178 7.188 3.529
C 0.247 5.884 2.885
C 1.459 5.452 2.301
C 1.551 4.211 1.714
C 0.422 3.378 1.674
C -0.767 3.774 2.243
C -0.869 5.026 2.859
S -2.399 5.423 3.619
O -2.125 5.826 4.973
O -3.272 4.285 3.546
C -3.268 6.803 2.698
F -4.087 6.212 1.816
F -2.420 7.563 1.992
C -4.122 7.659 3.660
F -4.833 6.831 4.447
F -3.355 8.396 4.470
C -5.158 8.600 2.977
F -6.128 7.917 2.364
F -5.729 9.294 3.974
C -4.577 9.643 1.971
F -4.529 9.137 0.743
F -3.408 10.136 2.334
F -5.439 10.667 1.926
C 0.546 2.048 1.032
O -0.228 1.149 1.246
C 1.677 1.902 0.069
C 1.570 0.897 -0.886
C 2.542 0.698 -1.850
C 2.486 -0.340 -2.944
C 1.406 -1.412 -2.808
C -0.049 -0.904 -2.965
C -0.928 -1.718 -3.919
C -1.550 -2.974 -3.299
C -0.551 -3.989 -2.753
C -1.209 -5.263 -2.195
C -1.568 -5.094 -0.697
Si -1.611 -6.734 0.239
C -0.142 -7.847 -0.138
C -3.176 -7.640 -0.346
C -1.837 -6.480 2.100
C -2.716 -5.481 2.525
C -2.933 -5.259 3.882
C -2.272 -6.077 4.790
C -1.393 -7.066 4.391
C -1.156 -7.270 3.030
C 3.671 1.523 -1.811
C 3.831 2.516 -0.856
C 5.088 3.360 -0.866
C 2.814 2.721 0.094
C 2.870 3.780 1.133
O 3.881 4.299 1.541
H 1.409 7.564 5.265
H 2.175 8.025 3.622
H -0.730 7.775 3.457
H 2.328 6.091 2.342
H -1.613 3.100 2.211
H 0.687 0.276 -0.840
H 3.449 -0.857 -2.917
H 2.464 0.166 -3.911
H 1.577 -2.122 -3.622
H 1.558 -1.989 -1.896
H -0.055 0.163 -3.196
H -0.523 -0.980 -1.980
H -0.427 -1.968 -4.859
H -1.776 -1.083 -4.181
H -2.258 -2.689 -2.517
H -2.145 -3.439 -4.090
H -0.002 -3.527 -1.931
H 0.194 -4.217 -3.522
H -2.096 -5.539 -2.764
H -0.457 -6.054 -2.245
H -0.847 -4.451 -0.183
H -2.537 -4.592 -0.630
H -0.370 -8.377 -1.066
H -0.020 -8.580 0.653
H 0.770 -7.278 -0.314
H -3.135 -7.824 -1.419
H -3.247 -8.572 0.218
H -4.045 -7.038 -0.073
H -3.243 -4.873 1.798
H -3.599 -4.477 4.221
H -2.446 -5.932 5.858
H -0.866 -7.693 5.097
H -0.453 -8.027 2.705
H 4.447 1.372 -2.553
H 5.511 3.364 0.133
H 5.817 2.870 -1.511
H 4.903 4.377 -1.204
C 4.391 -8.905 0.237
S 3.548 -9.818 1.527
O 2.141 -9.337 1.564
C 4.411 -9.041 2.898
H 3.974 -9.206 -0.722
H 4.235 -7.835 0.382
H 5.455 -9.141 0.260
H 4.254 -7.962 2.866
H 5.474 -9.273 2.833
H 4.005 -9.443 3.824
C 0.664 3.130 6.184
S 1.291 4.743 6.659
O 2.055 5.270 5.491
C 2.499 4.147 7.848
H -0.084 3.277 5.407
H 1.481 2.518 5.799
H 0.204 2.653 7.048
H 3.195 3.468 7.356
H 1.983 3.640 8.662
H 3.040 5.007 8.238
C 7.586 -11.389 -2.785
S 8.315 -10.744 -1.275
O 7.293 -9.875 -0.635
C 9.497 -9.658 -2.083
H 6.783 -12.068 -2.507
H 7.185 -10.568 -3.379
H 8.344 -11.933 -3.349
H 8.969 -8.952 -2.724
H 10.195 -10.256 -2.669
H 10.040 -9.117 -1.311
C 3.497 3.135 -5.946
S 3.770 1.389 -6.273
O 4.523 0.839 -5.110
C 4.949 1.629 -7.602
H 2.807 3.219 -5.107
H 4.444 3.612 -5.691
H 3.059 3.604 -6.827
H 5.798 2.207 -7.244
H 4.466 2.145 -8.431
H 5.291 0.653 -7.937
C -7.050 2.149 5.257
S -8.078 3.520 4.714
O -9.211 2.944 3.945
C -6.898 4.165 3.525
H -7.615 1.574 5.988
H -6.801 1.517 4.405
H -6.142 2.538 5.719
H -6.657 3.397 2.790
H -5.995 4.485 4.045
H -7.352 5.019 3.025
C 9.288 2.398 -10.991
S 8.610 1.547 -9.561
O 7.191 1.975 -9.430
C 9.552 2.460 -8.333
H 8.798 2.006 -11.880
H 9.095 3.468 -10.907
H 10.360 2.208 -11.051
H 9.341 3.525 -8.426
H 10.615 2.268 -8.476
H 9.248 2.110 -7.348
C -4.736 1.143 -5.839
S -5.300 -0.487 -5.330
O -4.113 -1.222 -4.826
C -5.634 -1.095 -6.989
H -4.432 1.686 -4.947
H -3.886 1.042 -6.516
H -5.552 1.672 -6.330
H -4.725 -1.046 -7.588
H -6.423 -0.495 -7.443
H -5.964 -2.128 -6.907
C -4.001 -6.740 10.468
S -4.199 -6.359 8.722
O -2.944 -6.764 8.038
C -4.150 -4.572 8.911
H -3.965 -7.822 10.574
H -3.073 -6.304 10.837
H -4.853 -6.347 11.023
H -3.212 -4.278 9.382
H -4.997 -4.249 9.517
H -4.220 -4.127 7.921
C -7.538 9.981 -2.950
S -6.483 11.430 -2.805
O -5.967 11.735 -4.163
C -5.164 10.605 -1.906
H -8.419 10.262 -3.523
H -7.001 9.186 -3.468
H -7.840 9.651 -1.955
H -4.786 9.768 -2.494
H -5.544 10.257 -0.951
H -4.366 11.326 -1.740



2.
238
Properties=species:S:1:pos:R:3 method="wB97M-V/def2-TZVPD" lumo_ev=-0.64 total_energy_ha=-13718.871187 gap_ev=7.85
C 2.391 -2.639 -5.213
C 2.008 -1.434 -6.030
C 2.923 -1.247 -7.221
N 2.599 -0.083 -8.108
C 2.933 1.157 -7.334
C 3.545 -0.076 -9.379
C 2.604 -0.298 -10.541
C 1.269 0.343 -10.138
C 1.233 -0.120 -8.659
H 1.811 -2.644 -4.283
H 3.415 -2.591 -4.884
H 2.282 -3.591 -5.739
H 2.052 -0.575 -5.376
H 0.964 -1.499 -6.359
H 2.889 -2.117 -7.854
H 3.953 -1.097 -6.927
H 2.279 1.288 -6.442
H 2.933 2.030 -7.937
H 3.963 0.999 -7.005
H 3.931 0.976 -9.444
H 4.344 -0.810 -9.265
H 3.081 0.214 -11.379
H 2.345 -1.340 -10.716
H 1.298 1.437 -10.083
H 0.461 0.104 -10.801
H 0.616 0.434 -7.964
H 0.938 -1.140 -8.622
C 0.115 1.249 -3.475
C -1.029 0.833 -4.367
C -2.273 1.781 -4.446
N -3.045 1.678 -5.771
C -3.496 0.194 -5.984
C -2.174 2.247 -6.934
C -2.925 3.477 -7.535
C -3.907 3.924 -6.460
C -4.304 2.595 -5.740
H 0.833 0.439 -3.506
H -0.164 1.556 -2.455
H 0.650 2.051 -3.949
H -1.464 -0.110 -4.104
H -0.622 0.662 -5.350
H -1.985 2.834 -4.318
H -2.930 1.565 -3.622
H -4.099 -0.134 -5.145
H -2.629 -0.491 -6.078
H -3.980 0.136 -6.957
H -2.012 1.334 -7.603
H -1.202 2.548 -6.480
H -3.517 3.118 -8.370
H -2.223 4.245 -7.896
H -4.766 4.445 -6.910
H -3.457 4.580 -5.732
H -5.086 2.148 -6.342
H -4.695 2.607 -4.730
C -5.007 -6.751 1.769
C -5.534 -5.723 0.728
C -5.609 -4.323 1.408
N -5.777 -3.128 0.576
C -6.894 -3.311 -0.327
C -4.599 -2.692 -0.231
C -4.856 -1.210 -0.468
C -5.891 -0.692 0.620
C -6.015 -1.946 1.477
H -4.025 -6.516 2.122
H -4.859 -7.720 1.258
H -5.680 -7.013 2.572
H -6.533 -5.991 0.299
H -4.867 -5.677 -0.152
H -4.801 -4.131 2.145
H -6.530 -4.383 1.930
H -6.687 -4.131 -1.016
H -6.983 -2.395 -0.933
H -7.831 -3.428 0.234
H -4.449 -3.293 -1.132
H -3.726 -2.895 0.396
H -5.271 -1.015 -1.472
H -3.981 -0.554 -0.407
H -6.852 -0.367 0.207
H -5.489 0.132 1.233
H -6.973 -1.983 1.952
H -5.191 -2.012 2.186
C 2.762 -2.112 -0.237
C 2.008 -0.762 -0.052
C 1.378 -0.697 1.330
N 0.229 0.227 1.403
C 0.672 1.545 0.834
C -0.946 -0.305 0.641
C -2.203 -0.179 1.528
C -1.734 0.762 2.693
C -0.276 0.327 2.817
H 3.441 -2.436 0.542
H 3.326 -2.181 -1.157
H 1.998 -2.893 -0.347
H 1.216 -0.658 -0.783
H 2.689 0.087 -0.285
H 2.011 -0.232 2.078
H 1.051 -1.593 1.757
H 1.674 1.671 1.251
H 0.123 2.392 1.248
H 0.675 1.553 -0.242
H -1.104 0.265 -0.290
H -0.689 -1.308 0.339
H -3.108 0.253 1.107
H -2.473 -1.127 2.004
H -1.914 1.832 2.456
H -2.206 0.570 3.668
H 0.381 0.973 3.399
H -0.279 -0.707 3.274
C 8.082 -4.113 -1.006
C 7.480 -2.687 -1.128
C 7.721 -1.929 0.114
N 7.098 -0.501 0.127
C 7.622 0.399 -0.944
C 7.329 0.148 1.496
C 6.063 0.089 2.254
C 5.104 0.379 1.134
C 5.514 -0.663 0.125
H 9.047 -4.078 -0.465
H 8.156 -4.542 -2.014
H 7.291 -4.613 -0.482
H 6.413 -2.757 -1.406
H 7.914 -2.144 -1.933
H 8.788 -1.761 0.394
H 7.259 -2.319 1.012
H 7.684 -0.112 -1.917
H 8.603 0.778 -0.698
H 6.883 1.193 -0.944
H 7.560 1.209 1.382
H 8.178 -0.362 1.968
H 6.125 0.876 3.011
H 5.826 -0.868 2.721
H 5.151 1.384 0.726
H 4.065 0.124 1.345
H 5.058 -0.540 -0.860
H 5.369 -1.701 0.437
C -0.834 0.054 5.919
C -0.867 0.516 7.370
C -1.417 -0.593 8.182
N -1.192 -0.312 9.616
C 0.201 -0.154 10.004
C -2.114 0.805 10.149
C -2.370 0.433 11.639
C -2.167 -1.112 11.699
C -1.752 -1.511 10.304
H -1.829 0.148 5.499
H -0.516 -0.981 5.793
H -0.190 0.696 5.388
H -1.437 1.455 7.399
H 0.142 0.741 7.761
H -0.883 -1.458 7.942
H -2.497 -0.662 8.019
H 0.789 -0.967 9.603
H 0.318 -0.150 11.071
H 0.673 0.757 9.583
H -1.559 1.718 10.031
H -3.001 0.700 9.490
H -1.728 0.968 12.302
H -3.358 0.797 11.920
H -1.387 -1.398 12.429
H -3.137 -1.627 12.026
H -1.069 -2.339 10.140
H -2.646 -1.733 9.752
C -5.409 5.682 3.436
F -6.668 6.160 3.160
F -4.425 6.381 2.837
F -5.297 5.934 4.829
S -5.156 3.990 2.908
O -5.578 4.080 1.546
O -3.796 3.832 3.217
N -6.101 3.187 3.762
S -5.753 1.607 3.961
O -6.999 0.848 4.104
O -4.748 0.965 3.128
C -5.052 1.803 5.698
F -4.809 0.489 6.112
F -3.924 2.454 5.680
F -5.868 2.439 6.510
C 4.092 3.119 -3.966
F 4.676 3.097 -5.215
F 4.544 4.197 -3.435
F 2.787 3.245 -4.238
S 4.300 1.450 -3.224
O 4.343 1.620 -1.826
O 3.203 0.701 -3.768
N 5.686 0.973 -3.523
S 6.300 0.008 -4.596
O 7.145 -1.041 -4.060
O 5.426 -0.388 -5.691
C 7.524 1.166 -5.297
F 7.126 2.324 -5.722
F 8.419 1.436 -4.336
F 8.068 0.392 -6.279
C 1.951 2.871 5.292
F 2.277 3.123 6.538
F 0.660 2.648 5.199
F 2.317 3.887 4.502
S 3.030 1.492 4.623
O 2.778 1.248 3.222
O 4.380 2.007 4.866
N 2.593 0.412 5.523
S 3.380 -0.959 5.912
O 4.711 -0.883 5.430
O 2.967 -1.341 7.232
C 2.721 -2.342 4.852
F 3.696 -3.273 4.921
F 1.577 -2.803 5.243
F 2.540 -1.990 3.551
C 0.414 5.622 -3.939
F 0.577 6.534 -4.906
F 0.487 4.435 -4.524
F 1.392 5.746 -3.009
S -1.289 6.042 -3.112
O -0.983 7.196 -2.307
O -2.105 6.140 -4.297
N -1.779 4.779 -2.284
S -1.730 4.596 -0.777
O -0.559 3.873 -0.309
O -2.303 5.585 0.016
C -2.985 3.249 -0.699
F -2.678 2.127 -1.396
F -2.917 2.926 0.599
F -4.262 3.557 -1.032
N -2.543 -2.627 4.127
S -1.585 -3.814 3.688
O -1.285 -4.782 4.726
O -0.456 -3.278 2.894
F -2.399 -4.537 2.524
S -3.534 -3.188 5.446
O -2.952 -3.056 6.728
O -4.283 -4.329 5.102
F -4.456 -1.934 5.336
As -1.350 -3.119 -2.886
F -2.395 -4.436 -2.584
F -2.656 -2.331 -3.624
F -0.293 -1.836 -3.293
F -0.014 -4.158 -2.364
F -1.071 -3.753 -4.511
F -1.668 -2.472 -1.419